# 1
Here is 2 unconnected molecules or ions with the total composition C6H4N2O2 from OMol25. Energies are from ωB97M-V with the def2-TZVPD basis set.

For the calculated total energy, the calculation gives -13356.5721 eV. Its SMILES is N#CC#Cc1cnoc1.O. The value obtained for the gap between HOMO and LUMO is 0.3469 Eh. The value obtained for the LUMO energy is -0.50 eV. Its molar mass is 136.110 g mol⁻¹.

ORCA input file:
```
! wB97M-V def2-TZVPD RIJCOSX def2/J DEFGRID3
* xyz 0 1
H -2.5380 -0.2058 -1.8790
C 0.3895 0.3530 1.2325
N -1.7870 0.8680 1.0908
C -0.3671 -0.7930 1.2885
O -2.6505 -0.7031 -2.7076
H -0.1625 -1.8056 0.9498
H -0.4960 2.3814 1.7167
C 2.7504 0.4134 0.1232
C -0.6067 1.3854 1.2943
H -2.4433 -1.7063 -2.5407
C 3.6380 0.1232 -0.9067
C 1.7426 0.4620 0.8053
N 4.1764 -0.3045 -1.8589
O -1.6458 -0.4680 1.3918
*
```

Results of the Löwdin charge analysis, in e, for atoms 1 through 4: 0.01, -0.20, 0.08, -0.05

# 2
Here is a molecular structure, C6H4N2O5S from OMol25. Energies are from ωB97M-V with the def2-TZVPD basis set.

For the calculated total energy, the calculation gives -30329.9142 eV. The value obtained for the gap between HOMO and LUMO is 0.2998 Eh. The value obtained for the LUMO energy is -1.52 eV. Its molar mass is 216.174 g mol⁻¹.

ORCA input file:
```
! wB97M-V def2-TZVPD RIJCOSX def2/J DEFGRID3
* xyz 0 1
O 2.9677 -1.0596 1.1772
O 3.1613 0.8390 0.1814
C 0.7393 -1.6534 -0.2221
N -2.4274 1.4348 0.0791
H -1.0199 -2.9293 -0.3805
O 0.6782 1.8983 0.8205
N 2.6035 -0.1916 0.4307
C 1.2425 -0.2862 -0.2126
O -3.6202 1.1624 0.1674
O -1.9323 2.5551 -0.0380
C -0.5976 -1.8605 -0.3559
H -2.6398 -1.5038 0.0572
H 0.9768 2.7192 0.4038
C 0.4153 0.9294 -0.0312
C -1.5060 0.4019 -0.0559
S 1.0126 0.7484 -1.7076
C -1.6447 -0.9161 -0.0821
H 1.5908 -2.2881 -0.2314
*
```

Results of the Löwdin charge analysis, in e, for atoms 1 through 4: 0.11, 0.07, -0.03, -0.38

# 3
Here is a molecular structure, C6H4NO2S2 from OMol25. Energies are from ωB97M-V with the def2-TZVPD basis set.

For the calculated total energy, the calculation gives -33541.6549 eV. The value obtained for the gap between HOMO and LUMO (alpha / beta) is 0.1849 / 0.1849 Eh. The value obtained for the LUMO energy (alpha / beta) is 2.18 / 2.18 eV. Its molar mass is 186.237 g mol⁻¹.

ORCA input file:
```
! wB97M-V def2-TZVPD RIJCOSX def2/J DEFGRID3
* xyz -1 1
H -1.6183 -2.0555 -0.5519
N 3.7546 2.5009 0.2070
C 2.6488 2.1863 0.1022
S -3.4419 0.0928 0.3068
C 0.7985 0.6450 -0.1718
C -0.6763 -1.5728 -0.3565
S -0.9272 0.1679 -0.6453
O -4.1627 0.0907 -0.9524
H 2.4375 -0.5239 0.6503
C 0.6025 -1.7462 0.0880
H 0.9338 -2.7005 0.3015
C 1.3458 -0.5516 0.2988
C 1.3253 1.9397 -0.1302
O -3.5515 -1.1419 1.1016
H 0.5311 2.6691 -0.2481
*
```

Results of the Löwdin charge analysis, in e, for atoms 1 through 4: 0.03, 0.06, -0.38, 0.71

# 4
Here is a single C6H4O molecule from OMol25. Energies are from ωB97M-V with the def2-TZVPD basis set.

For the calculated total energy, the calculation gives -8328.1109 eV. The value obtained for the gap between HOMO and LUMO is 0.3391 Eh. The value obtained for the LUMO energy is -1.08 eV. Its molar mass is 92.097 g mol⁻¹.

ORCA input file:
```
! wB97M-V def2-TZVPD RIJCOSX def2/J DEFGRID3
* xyz 0 1
H -3.0624 -1.5759 -0.2976
C 0.8048 0.6230 -0.1518
C 0.0587 -0.3273 -0.1701
H 1.2754 2.6186 0.3849
C -2.2250 -1.3655 0.3613
O -0.4781 -2.5370 -0.7364
C -1.9696 -1.2150 1.6196
H 2.0284 2.0461 -1.1200
H 2.6311 1.4723 0.4421
C -0.7914 -1.4932 -0.2231
C 1.7280 1.7538 -0.1087
*
```

Results of the Löwdin charge analysis, in e, for atoms 1 through 4: 0.11, -0.03, 0.05, 0.08

# 5
Here is a single C6H4O molecule from OMol25. Energies are from ωB97M-V with the def2-TZVPD basis set.

For the calculated total energy, the calculation gives -8330.1027 eV. Its SMILES is C#CC(=O)C#CC. The value obtained for the gap between HOMO and LUMO is 0.3673 Eh. The value obtained for the LUMO energy is -0.25 eV. Its molar mass is 92.097 g mol⁻¹.

ORCA input file:
```
! wB97M-V def2-TZVPD RIJCOSX def2/J DEFGRID3
* xyz 0 1
H -2.3064 -1.3346 -0.1755
C -2.2478 -0.4214 -0.7758
H -2.1608 -0.7148 -1.8264
C 1.2239 1.2670 0.5645
H 3.3725 -1.7725 0.8377
C -1.0749 0.3362 -0.3566
C 2.7812 -0.8857 0.7654
O 1.5384 2.3886 0.8974
C -0.0677 0.8783 0.0287
H -3.1729 0.1447 -0.6444
C 2.1144 0.1142 0.6849
*
```

Results of the Löwdin charge analysis, in e, for atoms 1 through 4: 0.09, -0.09, 0.09, -0.45

# 6
Here is a single C6H4O molecule from OMol25. Energies are from ωB97M-V with the def2-TZVPD basis set.

For the calculated total energy, the calculation gives -8328.8835 eV. The value obtained for the gap between HOMO and LUMO is 0.3542 Eh. The value obtained for the LUMO energy is 0.55 eV. Its molar mass is 92.097 g mol⁻¹.

ORCA input file:
```
! wB97M-V def2-TZVPD RIJCOSX def2/J DEFGRID3
* xyz 0 1
O -0.8941 -1.3501 1.1302
H -0.4104 1.5913 0.7121
C -0.1109 -0.3800 1.5496
H 3.5109 0.8329 -0.6990
H -2.0859 -1.8973 -0.5274
C -0.9687 0.0076 -0.6814
C -0.0580 0.6087 0.3631
H -1.2067 0.4139 -1.6571
C -1.4168 -1.1271 -0.1702
C 2.4954 0.7657 -0.3839
C 1.3423 0.7098 -0.0476
*
```

Results of the Löwdin charge analysis, in e, for atoms 1 through 4: -0.05, 0.16, 0.05, 0.03

# 7
Here is a single C6H4O molecule from OMol25. Energies are from ωB97M-V with the def2-TZVPD basis set.

For the calculated total energy, the calculation gives -8330.0818 eV. Its SMILES is C#Cc1ccco1. The value obtained for the gap between HOMO and LUMO is 0.3331 Eh. The value obtained for the LUMO energy is 0.08 eV. Its molar mass is 92.097 g mol⁻¹.

ORCA input file:
```
! wB97M-V def2-TZVPD RIJCOSX def2/J DEFGRID3
* xyz 0 1
C -0.1445 -0.6242 1.7711
O -0.6745 0.9428 0.1309
C -0.5556 -1.0338 2.8606
H 0.9347 0.2854 -2.6356
C -0.4061 1.1810 -1.1615
H -0.9612 1.9955 -1.6010
C 0.5365 0.3194 -1.6345
H 1.5741 -1.3534 -0.5156
H -1.6133 -1.1258 2.5267
C 0.1039 -0.1187 0.4969
C 0.8651 -0.5381 -0.5500
*
```

Results of the Löwdin charge analysis, in e, for atoms 1 through 4: -0.05, 0.06, 0.03, 0.11

# 8
Here is a molecular structure, C6H4O from OMol25. Energies are from ωB97M-V with the def2-TZVPD basis set.

For the calculated total energy, the calculation gives -8328.6665 eV. The value obtained for the gap between HOMO and LUMO is 0.3775 Eh. The value obtained for the LUMO energy is 0.11 eV. Its molar mass is 92.097 g mol⁻¹.

ORCA input file:
```
! wB97M-V def2-TZVPD RIJCOSX def2/J DEFGRID3
* xyz 0 1
C -1.8655 -0.0051 -0.8178
C 0.6443 0.6508 0.7756
H -2.3681 0.2611 0.1207
H 3.5548 -1.6559 0.6639
C 2.6915 -1.0313 0.6978
O -0.0314 0.8473 1.7597
C -0.6009 0.6920 -0.8475
C 1.7362 -0.3027 0.7424
H -1.7218 -1.0881 -0.8597
C 0.4333 1.3052 -0.5768
H -2.4724 0.3268 -1.6582
*
```

Results of the Löwdin charge analysis, in e, for atoms 1 through 4: -0.05, -0.51, 0.10, 0.04

# 9
Here is a molecular structure, C6H4O6Tl from OMol25. Energies are from ωB97M-V with the def2-TZVPD basis set.

For the calculated total energy, the calculation gives -23224.7598 eV. The value obtained for the gap between HOMO and LUMO is 0.2886 Eh. The value obtained for the LUMO energy is -15.36 eV. Its molar mass is 376.475 g mol⁻¹.

ORCA input file:
```
! wB97M-V def2-TZVPD RIJCOSX def2/J DEFGRID3
* xyz 3 1
O 2.0016 3.0891 1.0666
C -1.7818 1.5203 0.2094
H -1.7296 -1.0042 1.3556
Tl 0.2184 0.5915 -0.5033
C 0.1982 1.7429 -2.4705
H -0.8620 -1.9059 2.7768
O -1.5617 -2.0625 -2.0024
O 3.2364 -0.9815 -1.4419
O 0.1804 2.3589 -3.4711
C 2.2352 -0.5172 -1.0732
C -0.9546 -1.1936 -1.5710
C 1.4306 2.2351 0.6215
H 1.1959 -1.0925 1.4921
O 0.4091 -0.7090 1.8949
C -0.7903 -1.6000 1.6837
O -2.7791 2.0110 0.4949
H -0.6467 -2.4825 0.9379
*
```

Results of the Löwdin charge analysis, in e, for atoms 1 through 4: 0.33, 0.09, 0.09, 0.79

# 10
Here is a molecular structure, C6H4S from OMol25. Energies are from ωB97M-V with the def2-TZVPD basis set.

For the calculated total energy, the calculation gives -17116.3408 eV. The value obtained for the gap between HOMO and LUMO is 0.3432 Eh. The value obtained for the LUMO energy is -0.39 eV. Its molar mass is 108.165 g mol⁻¹.

ORCA input file:
```
! wB97M-V def2-TZVPD RIJCOSX def2/J DEFGRID3
* xyz 0 1
S 2.8271 -0.1560 -0.6667
C 0.9746 0.3484 -0.5939
C -1.3699 0.6766 0.6938
C 0.0577 -0.6238 -0.7226
H 2.7214 -0.8848 0.3805
H -1.8738 -1.2552 -0.0511
C -0.6524 1.8902 0.7680
H 0.4202 -1.6337 -1.0027
C 0.2701 1.3541 0.0110
C -1.1906 -0.3740 -0.1802
H -2.1845 0.6582 1.3640
*
```

Results of the Löwdin charge analysis, in e, for atoms 1 through 4: 0.75, -0.50, -0.18, -0.16

# 11
Here is a molecular structure, C6H5BeO6 from OMol25. Energies are from ωB97M-V with the def2-TZVPD basis set.

For the calculated total energy, the calculation gives -18977.4444 eV. The value obtained for the gap between HOMO and LUMO (alpha / beta) is 0.2750 / 0.1984 Eh. The value obtained for the LUMO energy (alpha / beta) is -5.83 / -7.23 eV. Its molar mass is 182.112 g mol⁻¹.

ORCA input file:
```
! wB97M-V def2-TZVPD RIJCOSX def2/J DEFGRID3
* xyz 1 1
H 0.1172 1.7464 2.1908
O 0.2909 -2.7294 -1.4507
O 0.7386 -0.0953 1.3474
H 0.2044 -0.7715 1.8275
O -1.6961 0.8221 -3.1585
C -0.0811 -1.7885 -0.8116
O 2.5294 0.6888 -2.2313
Be 0.5616 -0.1194 -0.2839
C 1.7042 0.3060 -1.5251
C -1.1767 0.6850 -2.1023
H 1.4620 0.8759 3.0532
O -1.5328 1.5847 0.0015
C -1.3558 -1.6256 -0.0559
O -1.4126 -2.0350 1.0963
H -2.2001 -1.2413 -0.6876
C -0.9092 0.8829 -0.7852
H 1.7422 1.6923 1.4925
C 1.0138 1.1219 2.0830
*
```

Results of the Löwdin charge analysis, in e, for atoms 1 through 4: 0.11, 0.23, -0.09, 0.15

# 12
Here is 2 unconnected molecules or ions with the total composition C6H5Br3F8O from OMol25. Energies are from ωB97M-V with the def2-TZVPD basis set.

As for the expectation value of S²: 0.76. For the calculated total energy, the calculation gives -240206.2151 eV. The value obtained for the gap between HOMO and LUMO (alpha / beta) is 0.3196 / 0.1406 Eh. The value obtained for the LUMO energy (alpha / beta) is -5.90 / -10.69 eV. Its molar mass is 484.801 g mol⁻¹.

ORCA input file:
```
! wB97M-V def2-TZVPD RIJCOSX def2/J DEFGRID3
* xyz 1 2
H -0.1007 0.3971 -3.2823
C -0.3581 -0.6567 -3.1757
F 0.2532 -2.0021 3.3191
C 1.5482 -1.2441 1.4027
C -0.6137 -1.0292 -1.6712
F -1.4389 -0.8066 -3.9494
Br -2.5236 2.3366 1.0884
F 0.8708 0.0782 3.4359
Br 0.1110 2.5155 -0.9693
H -0.5899 -1.3521 0.7759
C 1.2541 -1.1520 2.9568
F 0.5469 -1.4198 -3.7538
C 0.2868 -0.7347 0.5803
H 2.1494 -1.3600 3.5427
O 0.5142 -0.7730 -0.8312
H -1.9310 4.0977 -0.6744
H 0.1062 0.3039 0.8572
C -1.3307 3.5152 0.0245
F 2.6150 -0.6063 1.0503
F -0.9237 -2.3151 -1.5451
F 1.7834 -2.5130 1.0887
Br -0.5787 5.0131 1.0197
F -1.6501 -0.2927 -1.2898
*
```

Results of the Löwdin charge analysis, in e, for atoms 1 through 4: 0.14, -0.33, 0.09, -0.49